The following is a DFT calculation (wB97M-V/def2-TZVPD) of 11 unconnected molecules or ions with the total composition C57H104O9S3.

```
173
Properties=species:S:1:pos:R:3:forces:R:3
C 16.256231 -14.577599 -22.493600 0.8932 0.0017 0.1574
C 17.526882 -14.194266 -23.268661 -1.3343 1.1658 -1.0456
O 18.572792 -13.906101 -22.343331 1.4799 -0.9160 0.0579
S 20.110282 -13.970377 -22.857972 -0.1645 0.2105 -0.0501
C 20.275863 -12.242094 -23.306037 -0.1683 -0.6785 -0.5323
O 20.918874 -14.267054 -21.716515 -0.4123 0.3153 -0.1634
O 20.230548 -14.800349 -24.025632 -0.3769 0.4023 0.2901
H 16.445484 -14.294119 -21.457069 -0.2052 0.0693 0.0373
H 16.031155 -15.643698 -22.493440 -0.0258 -0.0007 -0.1991
H 15.417629 -13.995841 -22.860791 -0.1337 -0.1789 -0.0405
H 17.811219 -14.836623 -24.103471 0.2742 -0.5412 0.5967
H 17.309276 -13.246067 -23.785888 0.0685 -0.0952 0.2147
H 19.469628 -12.021904 -24.007213 -0.2490 0.0329 0.3112
H 21.177028 -12.080951 -23.893709 0.3239 -0.1087 0.4853
H 20.205240 -11.682001 -22.380503 0.1126 0.2133 -0.1173
C 7.553689 -19.171515 -21.069374 1.1018 0.6674 0.1461
C 6.682988 -18.069218 -21.686061 -0.5606 -1.6416 0.2607
O 7.298812 -17.538853 -22.873472 0.2596 1.6983 0.9880
S 8.326449 -16.275625 -22.606090 0.7452 -2.5252 -0.5872
C 9.745500 -17.088068 -23.372732 -0.0692 0.5159 0.0215
O 7.934725 -15.164907 -23.419967 -0.1924 -0.1172 0.5598
O 8.559919 -16.162816 -21.181036 -0.4349 0.4391 -0.9273
H 8.333313 -18.684130 -20.474857 -0.0084 0.0059 -0.0047
H 8.110252 -19.719775 -21.832052 -0.3547 -0.1470 -0.1605
H 7.086572 -19.876307 -20.384157 -0.5281 0.1028 -0.2422
H 5.748142 -18.495876 -22.047110 -0.0600 0.0959 -0.0321
H 6.447250 -17.329323 -20.927230 0.0811 0.3425 -0.2505
H 9.459991 -17.923837 -24.006280 -0.4557 0.2314 -0.0786
H 10.406430 -17.471512 -22.602704 0.0542 0.2772 0.1494
H 10.215238 -16.317961 -23.980561 0.2858 -0.1638 -0.0074
C 13.668080 -15.391703 -19.296739 -0.2642 0.4998 -0.8994
C 12.826538 -14.210731 -19.850929 0.3709 -1.0590 2.0238
O 13.254044 -13.903005 -21.162416 -0.0861 0.4738 -1.3854
S 12.476776 -14.505476 -22.435687 -1.4051 -0.1845 0.6344
C 10.815480 -13.815473 -22.244516 1.8326 0.0711 -0.0898
O 13.073747 -13.933970 -23.613687 -0.1225 -0.2924 1.1632
O 12.319561 -15.930174 -22.265508 0.7398 0.5236 -0.2032
H 13.796345 -15.412699 -18.216912 -0.5106 0.0241 0.0640
H 14.677077 -15.316832 -19.704035 -0.0350 -0.0528 -0.1387
H 13.178113 -16.276887 -19.699551 0.4021 -0.3634 0.3297
H 11.772133 -14.479791 -19.766655 -0.0282 0.0211 -0.4554
H 12.942617 -13.337594 -19.207402 0.2340 0.2837 -0.4821
H 10.280973 -14.276884 -23.065515 -0.3554 0.4342 -0.0824
H 11.031406 -12.752699 -22.335559 -0.6813 0.1030 -0.2216
H 10.404523 -14.066049 -21.273901 -0.1129 -0.1416 -0.0761
C 10.310175 -15.952652 -27.237223 -0.4816 -0.2087 -0.3600
C 9.427556 -14.935745 -26.879622 0.4624 0.0235 -0.4687
C 8.086912 -15.223491 -26.722006 -0.3138 -0.5950 1.7554
C 7.622289 -16.544745 -26.749000 0.4602 0.3101 0.2912
C 8.515813 -17.577729 -27.003241 -0.3075 0.3684 -0.6339
C 9.835875 -17.257968 -27.289551 0.3600 -0.1355 -0.3489
H 11.309428 -15.735252 -27.593054 0.1503 0.0381 0.3939
H 9.814623 -13.932174 -26.749424 -0.1640 0.0756 -0.0698
H 7.435445 -14.528013 -26.203153 -0.0473 0.4016 -0.6554
H 6.601007 -16.716981 -26.436293 -0.0606 -0.2081 -0.2626
H 8.179900 -18.598677 -27.133613 -0.0272 -0.0513 0.3170
H 10.501238 -18.049851 -27.612626 0.0524 0.0740 0.0292
C 14.482585 -17.761314 -31.143021 0.1419 -0.2427 0.8704
C 14.234391 -19.120589 -31.192787 -0.5545 -0.6752 -0.2646
C 14.701854 -19.994141 -30.214157 0.0122 1.0854 0.4497
C 15.416826 -19.447610 -29.149220 0.6152 -0.1194 0.4470
C 15.721828 -18.088687 -29.069965 -1.5910 0.6900 -0.5528
C 15.163461 -17.245737 -30.034896 0.3333 -0.0295 -1.2993
H 14.112205 -17.084764 -31.899804 -0.1065 -0.0595 -0.0447
H 13.562443 -19.535580 -31.937021 0.2511 0.1223 -0.2716
H 14.414838 -21.034546 -30.230389 0.1393 -0.0882 0.0026
H 15.748099 -20.057747 -28.316615 -0.0178 -0.2597 -0.1560
H 16.141843 -17.604581 -28.200780 0.4095 -0.4198 0.0833
H 15.274206 -16.168791 -30.098560 0.3355 0.0122 0.7313
C 15.642961 -20.205374 -22.499425 0.3640 0.7639 0.8957
C 14.929062 -20.913115 -21.534286 0.0237 -0.6705 -0.3133
C 14.592357 -20.370194 -20.295750 1.1126 0.4007 -0.4196
C 15.046574 -19.081983 -20.030699 -0.4498 0.7832 0.1725
C 15.828443 -18.379456 -20.938411 0.5212 -0.2330 -0.2799
C 16.159274 -18.948908 -22.152985 -0.5180 -0.6290 -0.7039
H 15.912735 -20.593344 -23.471604 -0.1800 -0.3677 0.0552
H 14.698130 -21.953545 -21.732776 -0.2222 0.0425 -0.0467
H 14.168354 -20.990196 -19.519355 -0.4053 0.1199 -0.0845
H 14.750868 -18.508486 -19.158386 0.0758 -0.5016 0.3461
H 16.289474 -17.430857 -20.691982 -0.3410 0.1173 0.1869
H 16.782018 -18.454925 -22.889022 0.0489 0.2385 0.1884
C 13.605388 -23.672372 -23.577147 0.2413 0.6899 -0.9883
C 14.817024 -23.646047 -24.253243 -0.1072 0.1229 0.5048
C 15.563547 -24.799275 -24.386498 0.3486 0.2879 -0.2748
C 15.027517 -26.024741 -24.005808 0.0264 0.2602 0.0506
C 13.751182 -26.070223 -23.453842 0.9546 0.2180 -0.1487
C 13.073971 -24.876451 -23.196616 -0.7912 -1.3099 0.4666
H 13.128118 -22.701288 -23.514015 -0.4665 -0.2977 0.4761
H 15.162387 -22.681739 -24.607086 0.2853 -0.1292 -0.0154
H 16.565916 -24.662712 -24.776735 -0.0173 -0.5120 -0.1399
H 15.599856 -26.937375 -24.107298 0.0196 0.0159 -0.1048
H 13.390976 -27.059170 -23.204675 -0.4643 0.2138 0.2147
H 12.120184 -24.989400 -22.690916 -0.0632 0.4501 -0.0670
C 6.897681 -25.519252 -22.117964 -0.6363 -1.5576 0.2343
C 7.868796 -24.629730 -21.403076 0.1709 1.4311 0.0379
C 8.651416 -23.708519 -22.328471 1.9655 -0.8762 -0.4045
C 9.711891 -22.867273 -21.583480 -1.4802 0.8924 0.0856
C 10.360000 -21.802083 -22.454592 -0.5552 0.3756 -0.5135
C 11.042805 -20.669963 -21.668018 0.2209 -0.9837 -1.1965
H 6.254567 -26.102150 -21.446255 0.1557 0.2714 0.3326
H 7.467204 -26.318067 -22.604962 -0.0862 0.2628 -0.4623
H 6.175891 -25.090282 -22.813527 0.4554 0.4680 -0.1649
H 7.420002 -23.925369 -20.691003 -0.3662 -0.4988 0.2051
H 8.592437 -25.239827 -20.858545 -0.1093 -0.0084 0.1396
H 8.034224 -23.090939 -22.982276 -0.2095 0.1344 0.2850
H 9.252969 -24.332491 -23.008407 -0.3172 -0.0882 -0.2388
H 9.133244 -22.274234 -20.859430 0.1406 -0.1270 0.2933
H 10.401647 -23.464686 -20.985692 0.1414 -0.1622 -0.2575
H 11.012691 -22.191140 -23.243309 0.3293 -0.2472 0.3779
H 9.568461 -21.369903 -23.082942 -0.2343 0.0700 0.2736
H 11.227268 -19.870160 -22.387492 0.2307 0.2365 0.3168
H 10.438715 -20.301171 -20.842945 0.0890 -0.0769 0.1157
H 11.999931 -21.092759 -21.363264 0.0751 0.5303 0.5279
C 10.241206 -24.692135 -26.920699 1.4556 0.4739 -0.1047
C 10.267826 -25.688517 -28.084695 0.5517 0.5011 0.5016
C 9.032463 -25.658578 -28.946948 -0.5543 -0.2671 0.1573
C 9.089230 -26.594791 -30.178484 -0.9384 1.0660 1.4030
C 7.935793 -26.281631 -31.133057 1.3141 -0.7669 -0.4206
C 7.720679 -27.304748 -32.251794 -0.5491 0.0509 0.0129
H 11.279413 -24.509279 -26.609732 0.0259 -0.3046 0.0873
H 9.758886 -25.007773 -25.997508 -0.6142 0.0891 -0.2878
H 9.984286 -23.687867 -27.269579 -0.7420 -0.1379 0.2033
H 11.117049 -25.382485 -28.706603 0.0413 -0.2575 -0.0383
H 10.508345 -26.666033 -27.658144 -0.1590 -0.1807 -0.3454
H 8.867810 -24.615209 -29.239707 0.0138 -0.0558 -0.2333
H 8.168055 -25.915573 -28.321454 -0.0738 -0.0457 -0.1289
H 10.034736 -26.332131 -30.653278 0.1353 -0.8321 -0.2443
H 8.997933 -27.600088 -29.763092 0.5470 -0.2442 -0.4457
H 6.985456 -26.127081 -30.623553 0.1164 0.3332 0.1129
H 8.310526 -25.393369 -31.649533 -0.7504 0.3986 0.1634
H 7.114564 -26.726720 -32.954308 0.2155 -0.6043 -0.6151
H 8.634170 -27.714178 -32.685418 0.1403 0.5658 -0.2108
H 7.153742 -28.206608 -32.004502 -0.1588 0.2364 0.4712
C 14.045071 -15.793562 -25.722130 1.5218 -0.3358 -0.7812
C 14.683202 -17.195513 -25.579861 -1.2723 0.7050 0.3313
C 13.697193 -18.273631 -26.059902 1.1169 -0.5932 -0.0841
C 12.767967 -18.780759 -24.993612 -1.1898 0.8604 0.9969
C 11.690294 -19.772069 -25.439378 0.6388 -0.4029 0.2922
C 12.300589 -20.982606 -26.140305 -1.3722 -0.1281 -0.9981
H 14.675605 -15.122481 -25.140016 -0.6915 0.2668 0.4194
H 12.988795 -15.814641 -25.473438 0.0614 0.2847 0.3807
H 14.159072 -15.391568 -26.736116 -0.2805 -0.3709 -0.1691
H 15.654897 -17.231775 -26.070152 -0.0394 -0.0836 -0.1298
H 14.858048 -17.288200 -24.503136 0.1227 -0.4618 -0.0211
H 14.283857 -19.147793 -26.364952 -0.1024 0.1172 -0.4483
H 13.129437 -17.898329 -26.917119 0.0957 -0.1172 -0.1251
H 13.329529 -19.193800 -24.146335 0.1484 -0.2314 -0.2237
H 12.240527 -17.934670 -24.523423 0.1027 0.0957 -0.1192
H 11.141759 -20.091466 -24.548618 0.0582 -0.1077 0.0136
H 10.923613 -19.334139 -26.080952 0.2760 0.1932 -0.0602
H 12.661158 -20.704384 -27.134978 0.6794 0.1448 0.2863
H 13.027397 -21.545603 -25.560022 0.1449 0.1310 -0.0395
H 11.484225 -21.649516 -26.446560 0.0786 -0.3064 0.4919
C 15.982510 -11.590009 -25.549636 -0.0622 -0.5550 -0.7765
C 14.870206 -12.178939 -26.444203 0.7991 0.4015 0.2132
C 15.080879 -11.702541 -27.892819 -0.6438 0.4232 0.6503
C 13.876179 -11.890016 -28.816863 0.7322 -0.5780 -0.0480
C 13.390928 -13.322613 -28.885831 -0.9928 -0.7083 0.1351
C 12.229917 -13.539555 -29.856927 -0.3154 1.0827 -0.7629
H 15.875178 -11.853434 -24.498591 -0.1045 0.0307 -0.0052
H 16.016773 -10.506760 -25.663611 0.0791 0.0370 0.1294
H 16.909769 -12.024024 -25.935726 0.2787 0.2955 0.2922
H 14.988371 -13.263847 -26.445340 -0.5015 0.0256 0.2963
H 13.928098 -11.861243 -25.992455 -0.3084 -0.3145 -0.4242
H 15.976671 -12.203911 -28.265038 0.0045 0.1095 -0.2268
H 15.258910 -10.623553 -27.844875 0.3409 -0.0282 -0.1490
H 13.067237 -11.266894 -28.428533 -0.0826 0.1021 -0.2792
H 14.162170 -11.576819 -29.824837 -0.1987 0.2842 0.0295
H 14.148778 -14.082908 -29.094762 0.4132 0.3845 0.0095
H 12.986964 -13.572858 -27.897523 0.2176 -0.1707 0.0459
H 12.335934 -13.051549 -30.836465 0.7103 -0.0632 0.0588
H 12.019949 -14.577002 -30.111032 -0.2012 -0.0854 0.5023
H 11.352298 -12.989706 -29.500699 -0.2309 -0.5947 0.2993
```
Positions in Å, forces in eV/Å.

Properties
frontier orbital gap	0.35717	hartree
net charge	0
SMILES	CCOS(C)(=O)=O.CCOS(C)(=O)=O.CCOS(C)(=O)=O.c1ccccc1.c1ccccc1.c1ccccc1.c1ccccc1.CCCCCC.CCCCCC.CCCCCC.CCCCCC